(1)
# C38H51Cl3GdN2O3PSi

A molecular structure, C38H51Cl3GdN2O3PSi (the ωB97M-V functional and the def2-TZVPD basis, OMol25).

```
! wB97M-V def2-TZVPD RIJCOSX def2/J DEFGRID3
* xyz 0 8
C 3.43326 2.00502 1.85776
C 2.22585 2.04447 2.73722
H 3.99863 2.93314 1.85592
H 3.14927 1.76492 0.83479
H 4.10711 1.20792 2.18135
C 1.95485 2.98701 3.64260
C 2.76857 4.18964 3.98211
H 1.04852 2.87561 4.22824
H 3.64949 4.30331 3.35647
H 3.10716 4.15041 5.02039
H 2.17651 5.10415 3.89187
Gd 0.29422 0.05906 -0.21768
Cl 1.30273 -1.86855 0.58023
Cl 2.16575 0.68760 -1.43977
H -1.79806 -3.18566 -4.26675
H 0.61420 -4.17676 -4.46752
C -1.31636 -2.20835 -4.22614
C 0.96820 -3.14731 -4.40186
N 0.02002 -2.32705 -3.68014
H -1.89443 -1.54674 -3.59265
C 0.37454 -1.69158 -2.55995
O -0.40227 -0.97949 -1.90286
H 1.92484 -3.14032 -3.88930
H 1.40793 -1.83707 -2.24993
H -1.27565 -1.79897 -5.23558
H 1.11232 -2.76672 -5.41350
H 1.58042 3.81543 0.40730
H -0.23616 4.44559 2.04203
C 0.86111 3.86820 -0.40591
C -0.89542 4.55795 1.18109
N -0.47424 3.66130 0.12646
H 1.09296 3.08647 -1.11780
C -1.17509 2.57521 -0.16757
O -0.83607 1.68925 -0.97136
H -1.91288 4.32809 1.48489
H -2.13983 2.51758 0.35410
H 0.91548 4.84843 -0.87887
H -0.85601 5.59043 0.83696
O 0.60957 1.16770 1.26141
C 1.26853 0.89181 2.46439
C -0.97366 1.21907 3.58470
C 0.28898 0.63648 3.58635
H -1.25250 1.82841 2.73789
C -1.85679 1.01160 4.63454
H 1.87853 -0.01231 2.35971
C 0.63785 -0.18429 4.65462
H -2.83147 1.48465 4.62204
C -1.49368 0.20110 5.70189
C -0.24328 -0.40416 5.70329
H 1.61405 -0.65367 4.66072
H -2.17994 0.03750 6.52327
H 0.04655 -1.04563 6.52591
Si 5.74440 1.71320 -5.12553
Cl 6.82548 3.03654 -3.90117
C 4.27592 2.65322 -5.79363
C 5.21428 0.27792 -4.05545
C 6.89040 1.16470 -6.49393
H 3.63720 3.01327 -4.98902
H 3.67148 2.01536 -6.43962
H 4.59134 3.51566 -6.37799
H 7.23311 2.01141 -7.08590
H 6.38382 0.47081 -7.16561
H 7.76931 0.66104 -6.09534
H 4.58365 0.60977 -3.23260
H 6.07383 -0.23554 -3.62840
H 4.64729 -0.44867 -4.63866
C -3.45647 -5.15700 -1.58287
C -4.40763 -4.31979 -0.99178
C -4.00520 -3.17971 -0.28090
C -2.63720 -2.86398 -0.16399
C -1.69807 -3.71762 -0.77501
C -2.10293 -4.85652 -1.47110
P -1.99340 -1.37759 0.67853
C -3.36089 -0.29321 0.15970
C -3.41690 0.22845 -1.14202
C -4.50324 1.01337 -1.54789
C -5.55525 1.26755 -0.66675
C -5.52133 0.74056 0.62207
C -4.43292 -0.02949 1.03436
C -1.70269 -2.27478 2.25363
C -2.42611 -1.93300 3.40869
C -2.26608 -2.64480 4.60162
C -1.37041 -3.70751 4.67019
C -0.64302 -4.06860 3.53956
C -0.81174 -3.36729 2.34181
H -3.76885 -6.03717 -2.13149
H -5.45899 -4.55471 -1.08981
H -4.76634 -2.55430 0.15814
H -0.64223 -3.50549 -0.72008
H -1.36088 -5.50062 -1.92930
H -2.63103 0.03068 -1.84907
H -4.53456 1.41543 -2.55128
H -6.40242 1.86048 -0.98331
H -6.34445 0.91576 1.30280
H -4.47052 -0.43804 2.02080
H -3.11814 -1.11816 3.41364
H -2.83615 -2.36549 5.47854
H -1.24515 -4.25304 5.59642
H 0.04549 -4.90234 3.58715
H -0.25002 -3.71065 1.49449
*
```

Gap between HOMO and LUMO (alpha / beta), eV: 8.21 / 7.55
HOMO (alpha / beta), eV: -7.79 / -7.86

(2)
# C38H52Br2N3O4PSSiTi

A molecular structure, C38H52Br2N3O4PSSiTi (the ωB97M-V functional and the def2-TZVPD basis, OMol25).

```
! wB97M-V def2-TZVPD RIJCOSX def2/J DEFGRID3
* xyz -2 3
Ti -0.43229 -1.21318 0.66746
C -7.34484 -0.73536 0.06253
O -7.10642 -0.74994 1.45125
C -5.80068 -0.88145 1.84351
C -5.59702 -0.88898 3.23821
C -4.31705 -1.02463 3.70252
C -3.20307 -1.15111 2.85122
C -1.87926 -1.35683 3.39686
C -1.66848 -1.41386 4.89021
O -0.87816 -1.49848 2.69797
C -3.40634 -1.12153 1.43388
O -2.47856 -1.19340 0.56772
C -4.75456 -0.99451 0.97105
H -8.42095 -0.62925 -0.06100
H -7.01359 -1.66502 -0.40929
H -6.83766 0.10493 -0.42049
H -6.44810 -0.78878 3.89755
H -4.15508 -1.03135 4.77259
H -1.90960 -0.44148 5.32311
H -0.61690 -1.62099 5.06624
H -2.29265 -2.17887 5.35422
H -4.87923 -0.98340 -0.10302
C 2.62326 4.10861 2.89183
Si 0.79656 4.53436 3.01194
C 0.25517 4.77508 4.79780
C 0.64861 6.26049 2.22826
C -0.28033 3.40889 1.98017
C -1.10913 3.89703 0.99176
C -1.85614 3.02368 0.20141
C -1.63758 1.67435 0.37696
N -0.82530 1.15047 1.30236
C -0.22284 1.98991 2.18892
S 0.57333 1.38954 3.57870
H 3.23666 4.99221 3.10073
H 2.85486 3.76434 1.87994
H 2.89296 3.31132 3.57983
H 0.93659 5.45906 5.31436
H 0.24923 3.81631 5.31167
H -0.75109 5.20245 4.83952
H 1.28507 6.96892 2.76670
H -0.37407 6.64643 2.25904
H 0.97308 6.24771 1.18384
H -1.18622 4.96805 0.82594
H -2.53778 3.37398 -0.56289
H -2.12718 0.95103 -0.26204
Br -0.37812 -6.28305 -0.08420
C 1.04523 -5.20321 0.57725
C 2.26100 -5.79941 0.88038
C 3.29695 -5.00657 1.33291
Br 4.95789 -5.87766 1.73909
C 3.18588 -3.61067 1.50091
C 4.20338 -2.73310 1.95616
C 3.87880 -1.36975 2.11568
C 2.63436 -0.90036 1.78797
N 1.65488 -1.69623 1.27691
C 1.92375 -3.04545 1.17856
C 0.83400 -3.82723 0.71151
O -0.29116 -3.22703 0.40375
H 2.39202 -6.86529 0.76066
H 5.18004 -3.11704 2.21224
H 4.60898 -0.67274 2.51060
H 2.37016 0.13765 1.93997
C 1.81283 -1.96565 -4.65327
C 0.85261 -1.96078 -3.46078
C 1.23013 -3.09267 -2.49325
C -0.55071 -2.33490 -3.95824
P 0.72439 -0.34899 -2.45508
N -0.00909 -0.54098 -1.11879
C 2.47413 0.35484 -2.18566
C 3.16440 1.00795 -3.38675
C 3.37313 -0.78009 -1.66849
C 2.39009 1.37174 -1.03361
C -0.24038 0.89443 -3.54044
C -1.73932 0.58193 -3.37624
C 0.10710 0.95026 -5.03100
C -0.03326 2.29664 -2.95466
H 1.69443 -2.91682 -5.18485
H 2.85312 -1.90139 -4.34141
H 1.61861 -1.16289 -5.36614
H 1.19831 -4.04090 -3.04244
H 0.51388 -3.14613 -1.67606
H 2.22354 -2.99304 -2.06657
H -0.52466 -3.37330 -4.30424
H -0.88890 -1.72107 -4.79146
H -1.27501 -2.27254 -3.14511
H 3.25309 0.33531 -4.23899
H 4.17905 1.29212 -3.08565
H 2.66127 1.91638 -3.71708
H 3.64057 -1.48942 -2.44916
H 2.90348 -1.31216 -0.84294
H 4.30253 -0.34359 -1.29041
H 2.00046 2.33754 -1.34730
H 3.39598 1.53127 -0.63283
H 1.76083 0.99007 -0.22992
H -2.07424 -0.21315 -4.03868
H -2.32097 1.47875 -3.61552
H -1.95262 0.28471 -2.34879
H -0.12610 0.02284 -5.55135
H 1.15745 1.18329 -5.20492
H -0.48819 1.74414 -5.49807
H -0.19918 2.30662 -1.87876
H -0.75751 2.97854 -3.41447
H 0.95943 2.69145 -3.16201
*
```

Gap between HOMO and LUMO (alpha / beta), eV: 3.48 / 5.78
HOMO (alpha / beta), eV: 0.55 / -1.75

(3)
# C38H52N5OP2ReS

A molecular structure, C38H52N5OP2ReS (the ωB97M-V functional and the def2-TZVPD basis, OMol25).

```
! wB97M-V def2-TZVPD RIJCOSX def2/J DEFGRID3
* xyz 3 4
Re -0.18027 -0.33387 -0.17826
C 0.71927 -4.49428 -1.45629
C 1.81425 -3.52904 -0.84532
C 2.54947 -2.83544 -2.01410
P 1.16909 -2.32383 0.41619
C 0.44446 -3.35457 1.82745
C 1.27536 -4.46225 2.40974
C 0.13768 -2.44484 3.04207
C 2.50841 -1.47549 1.20951
C 3.78744 -2.00447 1.37979
C 4.77242 -1.22472 2.02252
C 6.16487 -1.77187 2.28365
C 4.41868 0.09680 2.42688
C 3.17892 0.61328 2.25789
C 2.16211 -0.18338 1.61244
N 0.85010 0.35230 1.30339
C 0.58046 1.81439 1.37943
C 0.39388 2.45075 2.60648
C 0.21746 3.81648 2.53535
C 0.24903 4.59022 1.34570
C 0.01624 6.09617 1.26664
C 0.53758 3.87643 0.18677
C 0.76274 2.54613 0.18368
P 1.24424 1.51055 -1.26671
C 0.73330 2.41435 -2.86868
C 1.72121 3.48280 -3.14180
C -0.75768 2.94915 -3.00067
C 3.08627 1.11175 -1.25866
C 3.59359 0.73416 -2.70512
C 3.91503 2.22631 -0.57843
H 1.19929 -5.31316 -1.96413
H 0.06634 -4.02167 -2.18609
H 0.07846 -4.96170 -0.58237
H 2.44789 -4.15189 -0.28504
H 1.94951 -2.01902 -2.37275
H 2.75623 -3.55929 -2.85004
H 3.52394 -2.43915 -1.70477
H -0.51358 -3.65696 1.36856
H 2.20052 -4.18514 2.87626
H 1.59896 -5.16146 1.60743
H 0.60655 -5.06712 3.15194
H 1.05881 -1.91274 3.35154
H -0.31336 -3.04969 3.78863
H -0.60060 -1.66129 2.80041
H 3.96724 -3.00204 1.07477
H 6.56476 -2.13796 1.34855
H 6.10124 -2.56639 3.04439
H 6.80139 -0.98469 2.63941
H 5.18145 0.63699 2.96498
H 2.88855 1.58624 2.69967
H 0.38489 1.91926 3.54453
H 0.02299 4.28932 3.50108
H 0.06605 6.58202 2.24218
H -0.93953 6.18682 0.78954
H 0.71978 6.68497 0.61307
H 0.58763 4.42472 -0.73516
H 0.70193 1.56479 -3.55789
H 1.22410 4.18105 -3.84197
H 2.66145 3.24067 -3.61915
H 1.78806 4.21521 -2.33135
H -0.93307 3.73296 -2.24976
H -1.47395 2.15878 -2.97005
H -0.80192 3.38358 -3.99258
H 3.12201 0.21739 -0.65723
H 3.87048 1.63522 -3.32805
H 2.83639 0.14140 -3.16179
H 4.54921 0.13406 -2.64601
H 4.10553 3.15938 -1.12361
H 4.79412 1.71598 -0.38974
H 3.41439 2.47645 0.39422
N -6.85315 2.49965 -1.53863
C -6.17516 1.39424 -1.40791
O -6.60729 0.26362 -1.24254
C -4.64640 1.47269 -1.37415
C -3.89707 2.11879 -0.42430
C -2.58980 1.71879 -0.24351
N -2.00389 0.75592 -0.94473
C -2.66621 0.24957 -1.97516
C -3.98797 0.53831 -2.19706
H -7.85795 2.60635 -1.30542
H -6.37526 3.36419 -1.90190
H -4.31233 2.84519 0.27848
H -2.02367 2.17170 0.56971
H -2.14803 -0.51432 -2.66392
H -4.58719 -0.06310 -2.87967
N -6.72564 -2.23940 0.67581
C -5.80438 -3.18106 0.85404
S -6.02057 -4.67888 1.49777
C -4.41501 -2.72963 0.72859
C -3.48497 -3.15395 -0.28314
C -2.24046 -2.61882 -0.34991
N -1.83177 -1.62848 0.43769
C -2.69346 -1.22802 1.38609
C -3.93499 -1.77519 1.66832
H -7.66439 -2.68637 0.63877
H -6.54825 -1.52389 -0.02477
H -3.80075 -3.79254 -1.10381
H -1.54917 -3.13257 -1.00367
H -2.39915 -0.37781 2.04793
H -4.48544 -1.33481 2.44783
*
```

Gap between HOMO and LUMO (alpha / beta), eV: 5.92 / 2.82
HOMO (alpha / beta), eV: -14.56 / -14.57

Question: Number 2 is which compound?
Answer: C38H52Br2N3O4PSSiTi